This record from OMol25 describes C3H7N3S in the gas phase at a distorted geometry. The level of theory is wB97M-V/def2-TZVPD.

Each line ends with the Mulliken charge.
Element x y z (Å)
H  -0.105  3.060  1.206  0.21
N  0.700  2.705  0.648  -0.79
C  0.508  1.444  0.352  0.57
N  1.364  0.810  -0.478  -0.37
C  -0.587  0.608  1.041  -0.60
S  -1.490  -0.576  -0.039  -0.06
N  -0.258  -1.528  -0.713  -0.32
C  -0.579  -2.718  -1.037  -0.28
H  1.174  -0.071  -0.921  0.30
H  2.135  1.364  -0.860  0.24
H  -0.127  0.083  1.908  0.30
H  -1.412  1.221  1.343  0.31
H  -1.593  -3.079  -0.992  0.22
H  0.269  -3.323  -1.459  0.24

Forces on atoms 1 to 3 (eV/Å):
H 0.9703 -0.4522 -0.2976
N -1.2032 -1.2449 -0.1383
C -0.4136 1.7788 0.9200

The total charge is 0. Its total energy is -18528.9356 eV. The SMILES is [H]/N=C(/N)CSN=C. The gap between HOMO and LUMO comes out at 9.49 eV. As for the HOMO energy: -0.3251 hartree.


This record from OMol25 describes C4H6O in the gas phase at a distorted geometry. The level of theory is wB97M-V/def2-TZVPD.

Each line ends with the Mulliken charge.
Element x y z (Å)
C  -2.851  -0.405  0.064  0.13
C  -1.675  -0.084  -0.045  -0.48
C  -0.292  0.376  -0.195  -0.39
O  0.565  -0.628  -0.380  -0.31
C  1.851  -0.256  0.123  -0.64
H  -3.916  -0.532  -0.009  0.42
H  -0.298  1.115  -1.075  0.24
H  -0.035  0.929  0.765  0.23
H  2.333  0.555  -0.509  0.27
H  2.449  -1.133  -0.015  0.26
H  1.870  0.065  1.275  0.28

Forces on atoms 1 to 3 (eV/Å):
C 1.9914 0.9576 -0.5479
C -2.6226 -0.7804 0.1144
C -2.0776 3.1259 0.4698

The total charge is 0. Its total energy is -6289.4959 eV. The SMILES is C#CCOC. The gap between HOMO and LUMO comes out at 10.77 eV. As for the HOMO energy: -0.3590 hartree.


This record from OMol25 describes 4 unconnected molecules or ions with the total composition C24H36N7O3 at a distorted geometry. The level of theory is wB97M-V/def2-TZVPD.

Each line ends with the Mulliken charge.
Element x y z (Å)
C  -1.123  8.506  -6.252  -1.00
C  -1.658  7.352  -7.039  -0.57
N  -1.512  6.077  -6.354  0.12
C  -2.376  5.651  -5.366  -0.28
C  -1.909  4.434  -4.875  -0.46
N  -0.739  4.150  -5.573  0.13
C  -0.473  5.182  -6.472  -0.09
C  0.146  2.979  -5.397  -0.86
H  -1.330  9.496  -6.659  0.36
H  -0.034  8.473  -6.220  0.32
H  -1.488  8.361  -5.235  0.33
H  -1.089  7.243  -7.962  0.32
H  -2.723  7.431  -7.258  0.36
H  -3.328  6.131  -5.193  0.42
H  -2.431  3.675  -4.311  0.49
H  0.392  5.236  -7.116  0.40
H  1.195  3.250  -5.520  0.32
H  -0.034  2.237  -6.175  0.35
H  -0.067  2.449  -4.469  0.34
C  -0.101  4.944  0.525  -1.45
C  1.052  5.098  -0.378  -0.11
N  1.959  3.952  -0.436  0.21
C  1.909  2.832  0.386  -0.18
C  2.878  1.944  -0.052  -0.59
N  3.488  2.426  -1.147  0.12
C  2.914  3.665  -1.389  -0.25
C  4.490  1.666  -1.870  -0.77
H  0.162  4.642  1.539  0.38
H  -0.857  4.243  0.172  0.37
H  -0.648  5.885  0.585  0.38
H  1.734  5.844  0.030  0.29
H  0.751  5.372  -1.389  0.35
H  1.205  2.690  1.193  0.36
H  3.119  0.987  0.388  0.46
H  3.319  4.334  -2.135  0.43
H  5.188  1.148  -1.212  0.31
H  5.000  2.352  -2.546  0.32
H  3.957  1.021  -2.568  0.36
C  3.439  -5.822  6.642  -0.89
N  2.108  -5.705  6.107  0.03
C  1.118  -6.584  6.513  -0.34
C  -0.167  -6.511  6.003  -0.71
C  -0.416  -5.577  4.937  1.06
C  0.618  -4.750  4.491  -0.71
C  1.861  -4.813  5.119  -0.22
C  -1.777  -5.579  4.354  1.11
C  -2.689  -6.657  4.508  -0.67
C  -3.920  -6.546  4.016  -0.26
N  -4.297  -5.552  3.236  0.07
C  -3.506  -4.404  3.071  -0.35
C  -2.217  -4.446  3.635  -0.67
C  -5.520  -5.571  2.450  -0.96
H  3.912  -6.668  6.144  0.38
H  3.279  -6.120  7.678  0.33
H  4.002  -4.904  6.469  0.36
H  1.347  -7.356  7.233  0.43
H  -0.975  -7.090  6.426  0.43
H  0.545  -4.202  3.563  0.45
H  2.610  -4.280  4.552  0.43
H  -2.465  -7.640  4.895  0.39
H  -4.622  -7.358  4.135  0.42
H  -3.936  -3.622  2.463  0.44
H  -1.552  -3.603  3.517  0.35
H  -5.809  -6.591  2.194  0.36
H  -5.390  -5.071  1.491  0.35
H  -6.231  -4.984  3.032  0.38
N  2.405  -3.817  -1.263  0.97
O  1.971  -4.946  -1.250  -0.63
O  3.275  -3.513  -0.440  -0.68
O  2.058  -3.076  -2.171  -0.66

Forces on atoms 1 to 3 (eV/Å):
C 0.6439 -0.0285 0.7936
C 0.0868 0.0089 -1.4331
N 1.5786 -1.7899 1.0157

The total charge is +3. Its total energy is -42014.7637 eV. The gap between HOMO and LUMO comes out at 1.96 eV. As for the HOMO energy: -0.4005 hartree.


This record from OMol25 describes a molecular structure, C32H48AsBCaF6N10O2S4 at a distorted geometry. The level of theory is wB97M-V/def2-TZVPD.

Each line ends with the Mulliken charge.
Element x y z (Å)
Ca  0.523  0.010  -0.723  1.27
C  -3.099  2.464  4.806  -2.07
C  -2.351  1.423  4.060  1.52
C  -2.208  0.115  4.897  -1.51
C  -3.088  1.213  2.720  -1.31
N  -0.922  1.879  3.851  0.53
C  -0.409  3.139  4.152  -0.14
C  0.793  3.291  3.568  -1.25
N  1.086  2.029  2.946  0.26
B  2.470  1.833  2.209  0.07
N  2.627  2.741  0.909  0.40
C  3.843  3.294  0.532  -1.10
C  3.674  3.979  -0.608  -0.30
N  2.330  3.950  -0.998  0.45
C  1.662  3.162  0.000  -0.31
S  -0.044  2.773  0.066  -0.26
C  1.758  4.600  -2.227  1.43
C  2.589  4.175  -3.452  -1.65
C  0.295  4.220  -2.524  -1.92
C  1.910  6.140  -2.039  -1.70
N  2.842  0.318  2.107  1.21
C  2.855  -0.438  3.298  -1.32
C  3.414  -1.656  3.078  -0.22
N  3.873  -1.672  1.744  0.47
C  3.399  -0.487  1.124  -0.05
S  3.379  -0.181  -0.496  -0.34
C  4.626  -2.810  1.115  1.03
C  3.663  -3.698  0.349  -1.29
C  5.306  -3.609  2.252  -1.81
C  5.746  -2.210  0.197  -1.68
C  0.052  1.151  3.089  -0.54
S  -0.162  -0.296  2.293  -0.04
H  -4.182  2.185  4.910  0.40
H  -3.173  3.475  4.341  0.45
H  -2.733  2.599  5.863  0.43
H  -3.156  -0.160  5.309  0.51
H  -1.569  0.329  5.775  0.39
H  -1.733  -0.704  4.323  0.18
H  -4.187  1.099  2.890  0.49
H  -2.726  0.331  2.197  0.06
H  -2.894  2.097  2.046  0.24
H  -0.985  3.861  4.687  0.48
H  1.467  4.141  3.518  0.56
H  3.293  2.307  2.905  -0.17
H  4.737  3.178  1.139  0.59
H  4.380  4.512  -1.260  0.50
H  2.675  3.081  -3.507  0.30
H  3.592  4.560  -3.561  0.42
H  2.060  4.496  -4.354  0.48
H  0.231  3.165  -2.746  0.29
H  0.091  4.770  -3.498  0.52
H  -0.417  4.573  -1.797  0.46
H  2.868  6.424  -1.687  0.42
H  1.166  6.617  -1.388  0.33
H  1.785  6.602  -3.021  0.42
H  2.460  -0.092  4.273  0.51
H  3.466  -2.453  3.826  0.40
H  3.129  -4.310  1.043  0.42
H  4.273  -4.345  -0.308  0.45
H  2.921  -3.229  -0.292  0.09
H  4.569  -4.017  2.937  0.44
H  6.060  -3.007  2.777  0.41
H  5.877  -4.483  1.772  0.39
H  5.351  -1.655  -0.664  0.35
H  6.411  -3.027  -0.125  0.48
H  6.406  -1.604  0.757  0.44
F  -0.998  0.389  -2.527  -0.51
As  0.175  -0.156  -3.938  2.13
F  0.611  -1.427  -2.700  -0.62
F  1.432  0.854  -2.998  -0.53
F  1.459  -0.767  -4.970  -0.46
F  -0.135  1.173  -4.966  -0.41
F  -1.149  -1.160  -4.534  -0.46
C  -7.269  -0.637  0.219  -0.81
N  -6.390  -0.012  -0.797  0.17
C  -6.740  0.963  -1.721  -0.18
C  -5.630  1.244  -2.394  -0.43
N  -4.590  0.508  -1.924  0.21
C  -5.088  -0.408  -0.953  0.10
S  -4.203  -1.618  -0.257  -0.13
H  -7.288  -0.027  1.155  0.31
H  -6.909  -1.652  0.442  0.33
H  -8.316  -0.713  -0.173  0.33
H  -7.720  1.307  -1.763  0.52
H  -5.538  1.937  -3.235  0.41
H  -3.626  0.538  -2.261  0.03
O  -2.809  -3.536  -5.758  -0.51
C  -2.220  -4.616  -5.108  -0.47
N  -1.830  -4.265  -3.760  0.20
C  -1.857  -5.186  -2.726  0.37
O  -2.195  -6.357  -2.934  -0.69
C  -1.355  -4.613  -1.403  0.70
C  -0.971  -5.469  -0.344  -0.53
C  -0.392  -4.873  0.744  -0.93
C  -0.099  -3.483  0.730  -0.52
N  -0.409  -2.703  -0.314  0.93
C  -1.156  -3.265  -1.282  -1.42
H  -2.228  -2.799  -5.737  0.32
H  -1.361  -5.061  -5.649  0.27
H  -2.972  -5.392  -4.959  0.40
H  -1.498  -3.350  -3.549  -0.05
H  -1.225  -6.535  -0.364  0.47
H  -0.108  -5.431  1.667  0.42
H  0.332  -3.000  1.579  0.57
H  -1.680  -2.562  -1.909  0.51

Forces on atoms 1 to 3 (eV/Å):
Ca 0.4140 0.0859 0.7867
C -1.5374 1.4393 1.9952
C 1.1901 -1.0566 -0.2512

The total charge is +1. Its total energy is -192562.2613 eV. As for the spin multiplicity: 2. The gap between HOMO and LUMO (spin up / spin down) comes out at 6.34 / 2.44 eV. As for the HOMO energy (spin up / spin down): -0.3445 / -0.3443 hartree.


This record from OMol25 describes 5 unconnected molecules or ions with the total composition C19H38N4O4PS at a distorted geometry. The level of theory is wB97M-V/def2-TZVPD.

Each line ends with the Mulliken charge.
Element x y z (Å)
O  4.386  0.880  1.561  -0.61
S  4.523  0.138  0.246  0.92
O  5.794  0.662  -0.402  -0.70
C  3.122  0.547  -0.875  -0.59
C  1.911  -0.485  -0.841  0.22
C  1.298  -0.942  0.571  0.05
O  0.166  -0.107  0.913  -0.54
P  -0.303  0.914  -0.442  0.46
O  0.821  0.115  -1.541  -0.57
H  4.716  -1.226  0.415  0.12
H  2.810  1.616  -0.652  0.10
H  3.542  0.515  -1.933  0.31
H  2.227  -1.373  -1.463  0.33
H  0.965  -2.008  0.356  0.03
H  2.037  -0.845  1.425  -0.04
H  -1.109  1.709  0.480  -0.01
H  -1.427  0.019  -0.714  -0.61
H  -0.674  1.737  -1.585  -0.01
H  0.713  1.945  -0.180  -0.01
C  -1.462  1.354  3.879  -0.94
C  -2.919  1.437  4.325  -0.50
C  -3.858  0.624  3.431  -0.37
C  -3.795  1.139  2.031  0.23
N  -3.731  1.536  0.941  -0.43
H  -1.321  1.770  2.878  0.24
H  -0.824  1.923  4.560  0.37
H  -1.112  0.318  3.871  0.24
H  -3.230  2.486  4.332  0.30
H  -3.000  1.070  5.353  0.31
H  -4.886  0.701  3.793  0.33
H  -3.575  -0.431  3.436  0.27
C  -4.070  -1.332  -4.014  -1.13
C  -5.193  -0.794  -3.134  -0.58
C  -4.710  -0.374  -1.745  -0.14
C  -4.123  -1.550  -1.032  0.20
N  -3.668  -2.465  -0.477  -0.56
H  -3.625  -2.236  -3.591  0.35
H  -4.454  -1.592  -5.004  0.33
H  -3.280  -0.587  -4.141  0.28
H  -5.969  -1.561  -3.041  0.30
H  -5.651  0.068  -3.628  0.33
H  -5.544  0.016  -1.158  0.31
H  -3.954  0.413  -1.821  0.28
C  1.049  -4.788  4.513  -1.15
C  2.359  -4.007  4.544  -0.60
C  2.428  -2.917  3.472  -0.02
C  2.317  -3.528  2.113  0.36
N  2.234  -4.011  1.059  -0.57
H  0.921  -5.321  3.569  0.35
H  1.032  -5.533  5.312  0.34
H  0.193  -4.122  4.651  0.29
H  3.192  -4.705  4.416  0.30
H  2.475  -3.545  5.529  0.33
H  3.375  -2.378  3.542  0.37
H  1.617  -2.195  3.604  0.11
C  3.391  3.103  -3.347  -0.71
C  3.083  3.438  -4.802  -0.50
C  1.714  4.098  -4.979  -0.47
C  0.639  3.175  -4.503  0.23
N  -0.195  2.457  -4.126  -0.38
H  2.678  2.380  -2.942  -0.01
H  4.386  2.660  -3.261  0.37
H  3.363  4.000  -2.723  0.31
H  3.131  2.521  -5.396  0.28
H  3.856  4.111  -5.185  0.32
H  1.541  4.332  -6.032  0.30
H  1.661  5.030  -4.412  0.28

Forces on atoms 1 to 3 (eV/Å):
O -0.8148 -2.8797 -2.3654
S 3.4124 5.6557 1.1834
O -2.6132 -2.1543 0.4279

The total charge is -1. Its total energy is -54590.0726 eV. The gap between HOMO and LUMO comes out at 6.33 eV. As for the HOMO energy: -0.1393 hartree.


This record from OMol25 describes 2 unconnected molecules or ions with the total composition C5H14N2O at a distorted geometry. The level of theory is wB97M-V/def2-TZVPD.

Each line ends with the Mulliken charge.
Element x y z (Å)
C  0.252  -0.376  0.493  -0.88
N  0.230  0.993  1.049  -0.43
C  1.678  1.344  1.234  -0.75
C  -1.012  -1.091  0.052  0.31
C  -1.987  -1.072  1.224  -1.27
N  -0.515  -2.474  -0.110  -0.58
C  0.651  0.758  -2.322  -0.61
O  0.467  1.767  -1.354  -0.54
H  0.541  -1.026  1.329  0.41
H  1.050  -0.281  -0.280  0.45
H  -0.104  1.635  0.328  0.43
H  2.246  0.600  1.851  0.30
H  1.847  2.317  1.696  0.32
H  2.208  1.351  0.250  0.25
H  -1.480  -0.562  -0.752  0.49
H  -3.037  -1.163  0.860  0.32
H  -1.701  -2.019  1.698  0.36
H  -1.850  -0.175  1.867  0.31
H  -0.952  -2.941  -0.911  0.28
H  0.305  1.053  -3.204  0.46
H  1.694  0.284  -2.371  0.26
H  -0.004  -0.216  -2.189  0.10

Forces on atoms 1 to 3 (eV/Å):
C 1.3800 1.3430 0.9979
N 1.2028 -0.6855 -0.0421
C 0.5817 -0.5765 0.1896

The total charge is 0. Its total energy is -10430.9604 eV. The gap between HOMO and LUMO comes out at 3.75 eV. As for the HOMO energy: -0.2876 hartree.